(1)
Computed, not measured: 12 unconnected molecules or ions with the total composition H24O12 at a distorted geometry, with wB97M-V/def2-TZVPD.

As for the SMILES: O.O.O.O.O.O.O.O.O.O.O.O. The calculation puts the LUMO energy at 0.04 eV. Its HOMO-LUMO gap is 10.62 eV.

Each atom is followed by the atoms it is bonded to, with distances in Å.
Geometry (Å):
1 O -2.3326 -0.3087 1.1879  H2 0.958, H3 0.986
2 H -2.0483 -1.0550 1.7174  O1 0.958
3 H -1.7916 -0.2590 0.3650  O1 0.986
4 O -0.1381 1.1179 2.6915  H5 0.965, H6 0.990
5 H -0.6385 0.3157 2.8864  O4 0.965
6 H -0.8136 1.7125 2.2781  O4 0.990
7 O -2.2991 0.5897 -2.3442  H8 0.989, H9 0.953
8 H -3.2801 0.7086 -2.3775  O7 0.989
9 H -2.1435 -0.1907 -1.8189  O7 0.953
10 O 0.8794 -3.0165 2.7522  H11 0.959, H12 0.970
11 H 1.7442 -3.4251 2.6890  O10 0.959
12 H 0.9002 -2.3353 2.0621  O10 0.970
13 O -1.5234 -1.8638 -1.2517  H14 0.955, H15 0.918
14 H -0.7434 -1.8468 -0.7014  O13 0.955
15 H -1.3703 -2.5354 -1.8589  O13 0.918
16 O 0.7046 -2.0881 0.2083  H17 0.987, H18 0.984
17 H 0.6616 -3.0717 0.2760  O16 0.987
18 H 1.6860 -2.0169 0.2182  O16 0.984
19 O 3.3541 -1.3312 0.2231  H20 0.952, H21 0.953
20 H 3.2724 -0.4293 -0.0701  O19 0.952
21 H 4.0253 -1.2845 0.8982  O19 0.953
22 O 0.2924 -0.5825 -3.0608  H23 0.938, H24 0.938
23 H -0.2344 -0.2546 -3.7645  O22 0.938
24 H -0.1533 -0.7676 -2.2561  O22 0.938
25 O -1.7472 2.9585 1.1198  H26 0.956, H27 0.944
26 H -1.8048 3.1621 0.1872  O25 0.956
27 H -2.6130 3.1856 1.4185  O25 0.944
28 O 3.3238 1.5373 0.6983  H29 0.971, H30 0.945
29 H 4.2251 1.5854 0.3395  O28 0.971
30 H 2.8024 2.2555 0.3738  O28 0.945
31 O -0.9385 2.9569 -1.7438  H32 0.921, H33 0.942
32 H -0.6908 3.0220 -2.6287  O31 0.921
33 H -1.0358 2.0337 -1.5828  O31 0.942
34 O -0.0331 0.5794 -0.0720  H35 0.957, H36 0.985
35 H 0.4423 -0.2019 0.2107  O34 0.957
36 H 0.0600 1.1438 0.7302  O34 0.985

=====

(2)
Computed, not measured: 2 unconnected molecules or ions with the total composition C3H7NO3 at a distorted geometry, with wB97M-V/def2-TZVPD.

The calculation puts the LUMO energy (spin up / spin down) at -2.67 / -2.73 eV. Its HOMO-LUMO gap (spin up / spin down) is 7.00 / 6.90 eV.

Each atom is followed by the atoms it is bonded to, with distances in Å.
Geometry (Å):
1 C 1.0983 1.6745 -0.0654  C3 1.560, O4 1.347, H10 1.101, H11 1.100
2 C -2.0596 -1.1563 -0.1625  O5 1.375, H12 1.100, H13 1.107, H14 1.099
3 C 1.4167 0.1744 0.2189  C1 1.560, O6 1.327, N7 1.275
4 O -0.2417 1.6440 0.0707  C1 1.347
5 O -0.8899 -0.4522 -0.3268  C2 1.375
6 O 1.4687 -0.1039 1.5150  C3 1.327, H8 0.971
7 N 1.3302 -0.7449 -0.6602  C3 1.275, H9 1.013
8 H 0.9443 -0.9047 1.6778  O6 0.971
9 H 1.1071 -0.3958 -1.5844  N7 1.013
10 H 1.6099 2.2545 0.7188  C1 1.101
11 H 1.4636 1.9527 -1.0651  C1 1.100
12 H -2.0380 -1.8480 0.6929  C2 1.100
13 H -2.8502 -0.4115 0.0498  C2 1.107
14 H -2.3594 -1.6829 -1.0796  C2 1.099

=====

(3)
Computed, not measured: a single C4H9N3O molecule at a distorted geometry, with wB97M-V/def2-TZVPD.

As for the SMILES: C/N=C/N(O)/C=N/C. The calculation puts the LUMO energy at 0.65 eV. Its HOMO-LUMO gap is 9.34 eV.

Each atom is followed by the atoms it is bonded to, with distances in Å.
Geometry (Å):
1 C -0.2570 2.0370 -2.1458  H5 1.074, H6 1.079, H7 1.052, N14 1.453
2 C 0.4242 0.0793 -1.2096  H8 1.082, N14 1.257, N15 1.383
3 C 0.2234 -0.9794 0.9153  H10 1.053, N15 1.353, N16 1.264
4 C -0.9323 -0.3857 2.8220  H11 1.096, H12 1.108, H13 1.111, N16 1.461
5 H 0.3558 1.7027 -2.9615  C1 1.074
6 H -1.2426 2.2463 -2.5330  C1 1.079
7 H 0.1934 2.8440 -1.6434  C1 1.052
8 H 1.0759 -0.0621 -2.0620  C2 1.082
9 H 1.1758 -2.5614 -1.3159  O17 0.995
10 H 0.8638 -1.6232 1.4482  C3 1.053
11 H -0.3752 -1.2158 3.2705  C4 1.096
12 H -2.0360 -0.4523 2.8963  C4 1.108
13 H -0.5936 0.5322 3.3479  C4 1.111
14 N -0.4263 1.0026 -1.1391  C1 1.453, C2 1.257
15 N 0.6168 -1.0088 -0.3788  C2 1.383, C3 1.353, O17 1.390
16 N -0.6850 -0.2390 1.3898  C3 1.264, C4 1.461
17 O 1.6188 -1.9163 -0.7008  H9 0.995, N15 1.390

=====

(4)
Computed, not measured: a gas-phase ion, C5H8N (charge +1) at a distorted geometry, with wB97M-V/def2-TZVPD.

As for the SMILES: CC1=C[C@@]12C[NH2+]2. Its net charge is +1. The calculation puts the LUMO energy at -3.33 eV. Its HOMO-LUMO gap is 11.21 eV.

Each atom is followed by the atoms it is bonded to, with distances in Å.
Geometry (Å):
1 C 0.3987 1.2284 0.5566  C2 1.303, C4 1.454, H7 1.092
2 C 1.0024 0.0994 0.3149  C1 1.303, C4 1.487, C5 1.488
3 C -1.6303 0.0197 -0.8885  C4 1.501, N6 1.515, H8 1.107, H9 1.131
4 C -0.4560 0.1753 0.0336  C1 1.454, C2 1.487, C3 1.501, N6 1.517
5 C 2.3355 -0.4699 -0.0220  C2 1.488, H10 1.130, H11 1.130, H12 1.138
6 N -1.7661 -0.3701 0.5694  C3 1.515, C4 1.517, H13 0.989, H14 1.089
7 H 0.2627 2.2761 0.8312  C1 1.092
8 H -2.2145 0.8469 -1.3363  C3 1.107
9 H -1.7498 -0.8984 -1.5374  C3 1.131
10 H 3.2150 0.2390 0.0093  C5 1.130
11 H 2.1171 -0.6934 -1.1079  C5 1.130
12 H 2.5468 -1.3000 0.7268  C5 1.138
13 H -2.2297 0.2945 1.1367  N6 0.989
14 H -1.8317 -1.4475 0.7136  N6 1.089